Formula: C36H38Ge2I2N2OPdTe
Source: OMol25
Level of theory: ωB97M-V with the def2-TZVPD basis set

Computed properties:
<S²>: 0.788
Total charge: +1
Lowest unoccupied orbital energy (spin up / spin down): -3.185 / -4.890 eV
HOMO (spin up / spin down): -10.40 / -10.44 eV
Spin multiplicity: 2
Total energy: -6724.2762 a.u.
Relative energy (zero: lowest compared OMol25 entry of this formula, charge and spin): 85.12 kJ/mol
Gap between HOMO and LUMO (spin up / spin down): 7.214 / 5.549 eV

Geometry (Å):
Pd  0.3941  0.4352  -0.7089
I  4.6697  5.2313  1.8509
C  3.5598  4.0997  0.5331
C  4.0424  2.8610  0.0974
C  3.3029  2.1026  -0.7719
I  3.7781  0.1511  -1.1598
C  2.0410  2.5771  -1.3035
O  1.4220  1.9893  -2.2094
C  1.5079  3.7811  -0.6876
C  0.0328  3.9989  -0.8413
N  -0.6264  2.9909  0.0094
C  -0.4251  3.2191  1.4329
C  0.6331  2.3513  2.0900
C  1.1085  2.7359  3.3439
C  2.0464  1.9538  3.9868
C  2.4921  0.7973  3.3578
C  1.9712  0.4864  2.1193
N  1.0542  1.2380  1.4925
C  2.2704  4.5291  0.1586
H  4.9866  2.4919  0.4745
H  -0.2243  5.0230  -0.5435
H  -0.2837  3.8349  -1.8713
H  -1.6200  2.9811  -0.1870
H  -0.1731  4.2667  1.6410
H  -1.3691  3.0439  1.9589
H  0.7439  3.6493  3.7949
H  2.4300  2.2387  4.9569
H  3.2325  0.1534  3.8103
H  2.3042  -0.3978  1.5857
H  1.8696  5.4377  0.5893
C  -2.7894  0.5010  0.8894
Te  -2.0949  -0.2543  -0.9815
C  -2.9759  1.5143  -1.7952
C  -3.9805  1.9618  -0.7610
C  -4.9917  2.8617  -1.0852
C  -5.9134  3.2565  -0.1301
C  -5.8364  2.7472  1.1588
C  -4.8371  1.8476  1.4882
C  -3.9025  1.4513  0.5363
H  -1.9505  1.0143  1.3575
H  -3.0885  -0.3279  1.5254
H  -3.4545  1.2564  -2.7395
H  -2.2095  2.2586  -2.0132
H  -5.0633  3.2449  -2.0953
H  -6.6995  3.9508  -0.3939
H  -6.5621  3.0446  1.9034
H  -4.7833  1.4387  2.4898
C  1.5543  -1.5703  -4.1907
Ge  0.2976  -2.6481  -3.1413
C  -1.5069  -2.3106  -3.8399
C  0.6991  -4.5722  -3.2979
Ge  0.5507  -2.0354  -0.8031
C  -0.7827  -2.6764  0.5003
C  -1.5833  -3.7760  0.1803
C  -2.4759  -4.3078  1.1008
C  -2.5812  -3.7450  2.3642
C  -1.7978  -2.6484  2.6965
C  -0.9116  -2.1187  1.7702
C  2.2673  -2.7070  -0.0989
C  2.4622  -2.9881  1.2483
C  3.6630  -3.5185  1.7029
C  4.6868  -3.7936  0.8110
C  4.5005  -3.5455  -0.5440
C  3.3026  -3.0097  -0.9878
H  1.3159  -1.6976  -5.2472
H  2.5910  -1.8710  -4.0429
H  1.4739  -0.5111  -3.9404
H  -1.5638  -2.7683  -4.8288
H  -1.6973  -1.2428  -3.9615
H  -2.2949  -2.7403  -3.2220
H  1.0961  -4.8015  -4.2866
H  -0.2057  -5.1643  -3.1596
H  1.4286  -4.8985  -2.5580
H  -1.5176  -4.2320  -0.8024
H  -3.0853  -5.1602  0.8327
H  -3.2704  -4.1601  3.0873
H  -1.8770  -2.2036  3.6804
H  -0.3230  -1.2472  2.0424
H  1.6695  -2.8097  1.9656
H  3.7923  -3.7263  2.7572
H  5.6200  -4.2111  1.1629
H  5.2855  -3.7745  -1.2525
H  3.1792  -2.8283  -2.0512

***

Formula: C7H7CaO6S
Source: OMol25
Level of theory: ωB97M-V with the def2-TZVPD basis set

Computed properties:
Total charge: +1
Lowest unoccupied orbital energy: -4.010 eV
HOMO: -10.10 eV
Spin multiplicity: 1
Total energy: -1797.8655 a.u.
Relative energy (zero: lowest compared OMol25 entry of this formula, charge and spin): 34.79 kJ/mol
Gap between HOMO and LUMO: 6.091 eV

Geometry (Å):
O  -4.6671  2.2278  -0.9442
C  -3.7690  1.5482  -1.1301
Ca  -1.1041  -0.0639  -1.0997
O  -3.5767  -2.5713  -0.2986
C  -2.8871  -1.6868  -0.5522
C  -0.4084  2.1726  -0.1259
O  0.3696  2.9809  0.3010
C  -1.6647  1.0418  1.1451
O  -1.8188  1.6567  2.1277
C  -0.9884  0.7655  -3.5802
O  -0.7969  0.9358  -4.6950
H  -1.0389  2.1112  -1.1860
C  2.4289  -2.4465  0.6768
S  1.2860  -1.2324  1.3565
C  2.3920  0.1717  1.5229
O  0.4667  -0.8892  0.0764
H  3.0032  -2.9274  1.4715
H  3.1216  -1.9464  -0.0016
H  1.8543  -3.2171  0.1571
H  3.0733  -0.0936  2.3401
H  2.9082  0.4219  0.5851
H  1.8163  1.0404  1.8534

***

Formula: C6H26N4O9
Source: OMol25
Level of theory: ωB97M-V with the def2-TZVPD basis set

Computed properties:
SMILES string: NC(N)=O.NC(N)=O.OCCO.OCCO.O.O.O
Lowest unoccupied orbital energy: -0.026 eV
HOMO: -9.02 eV
Spin multiplicity: 1
Total energy: -1140.3317 a.u.
Relative energy (zero: lowest compared OMol25 entry of this formula, charge and spin): 293.69 kJ/mol
Gap between HOMO and LUMO: 8.995 eV

Geometry (Å):
N  2.0435  -2.0253  -1.6286
C  1.5217  -1.4393  -0.5745
N  0.4079  -1.9723  -0.2878
O  2.1425  -0.5835  0.0828
H  2.9300  -1.6222  -1.8966
H  1.6034  -2.8179  -2.0738
H  -0.0183  -2.6684  -0.8827
H  -0.2889  -1.4139  0.1842
N  -2.1553  -3.3606  3.0883
C  -2.4086  -2.7274  2.0451
N  -2.0984  -3.5717  1.1140
O  -2.7484  -1.5988  1.8727
H  -2.0604  -2.9444  4.0036
H  -1.9986  -4.3584  3.0855
H  -2.1371  -3.1937  0.1782
H  -1.8489  -4.5250  1.3356
O  0.8858  1.8864  2.2019
C  1.1948  0.6376  2.7724
C  2.6752  0.5552  3.1284
O  3.6330  0.8499  2.1117
H  0.0578  1.7341  1.7405
H  0.6296  0.6779  3.7036
H  0.7509  -0.2108  2.2516
H  2.9268  -0.3399  3.6973
H  2.7798  1.2572  3.9557
H  3.1165  1.3059  1.4432
O  0.0534  2.1253  -3.2969
C  1.0345  2.4204  -2.3047
C  2.3634  2.3419  -3.0370
O  3.4281  2.7211  -2.1527
H  0.1581  1.1800  -3.4279
H  0.9521  3.4935  -2.1321
H  0.8111  1.7998  -1.4368
H  2.3380  2.9411  -3.9472
H  2.6025  1.2975  -3.2375
H  3.2783  3.4939  -1.6032
O  -3.1952  0.9549  -3.3790
H  -2.7672  1.3861  -2.6394
H  -2.4738  0.6344  -3.9203
O  -1.3353  1.0413  0.4697
H  -2.1372  1.4693  0.1698
H  -1.6367  0.3645  1.0758
O  -4.7221  1.1902  -0.7076
H  -5.3110  0.7320  -1.3072
H  -4.9772  0.8818  0.1619

***

Formula: C7H10
Source: OMol25
Level of theory: ωB97M-V with the def2-TZVPD basis set

Computed properties:
Lowest unoccupied orbital energy: 0.841 eV
HOMO: -8.80 eV
Spin multiplicity: 1
Total energy: -272.4830 a.u.
Relative energy (zero: lowest compared OMol25 entry of this formula, charge and spin): 617.02 kJ/mol
Gap between HOMO and LUMO: 9.643 eV

Geometry (Å):
C  0.4933  0.5756  -1.7999
C  0.0543  -0.5263  -0.8601
C  0.5139  -0.6026  0.6140
C  1.4570  0.3975  1.2450
C  -0.8661  -0.2028  0.2631
C  -1.7158  0.9378  0.6499
C  -2.4612  -0.1826  0.6500
H  1.5048  0.3878  -2.1770
H  -0.1798  0.6353  -2.6615
H  0.4819  1.5511  -1.3070
H  -0.0294  -1.5060  -1.3291
H  0.6526  -1.6300  0.9489
H  1.3902  0.3505  2.3370
H  2.4954  0.1917  0.9628
H  1.2099  1.4197  0.9483
H  -1.8483  -1.1526  0.1678
H  -3.1528  -0.6440  1.3478

***

Formula: C15H18BrFNO2PS2Tc
Source: OMol25
Level of theory: ωB97M-V with the def2-TZVPD basis set

Computed properties:
<S²>: 2.025
Total charge: +1
Lowest unoccupied orbital energy (spin up / spin down): -4.021 / -3.834 eV
HOMO (spin up / spin down): -11.26 / -11.86 eV
Spin multiplicity: 3
Total energy: -4679.8687 a.u.
Relative energy (zero: lowest compared OMol25 entry of this formula, charge and spin): 25.87 kJ/mol
Gap between HOMO and LUMO (spin up / spin down): 7.241 / 8.031 eV

Geometry (Å):
Tc  -0.5910  1.0780  -0.5485
C  0.2133  -2.0319  4.4640
C  0.9113  -2.4136  3.1893
O  1.2283  -1.1824  2.4478
P  0.9346  -1.0455  0.9236
S  1.5609  0.7522  0.2679
S  -1.0284  -0.9731  0.4490
O  1.6577  -2.2772  0.2985
C  1.6845  -2.5128  -1.1589
C  3.0312  -2.1353  -1.7109
H  -0.0668  -2.9356  5.0063
H  -0.6940  -1.4666  4.2515
H  0.8631  -1.4372  5.1044
H  0.2973  -3.0601  2.5612
H  1.8655  -2.9055  3.3598
H  0.8732  -1.9472  -1.6145
H  1.4706  -3.5728  -1.2630
H  3.2092  -1.0641  -1.6185
H  3.0616  -2.3927  -2.7709
H  3.8286  -2.6760  -1.2024
Br  -3.4680  5.0164  4.2435
C  -2.6091  4.0284  2.9193
C  -3.2739  3.7215  1.7406
C  -2.5969  2.9860  0.7942
N  -1.3342  2.5548  0.9595
C  -0.7074  2.8595  2.1076
C  -1.3067  3.5948  3.1084
H  -4.2883  4.0457  1.5618
H  -3.0807  2.7320  -0.1435
H  0.3048  2.4921  2.2133
H  -0.7647  3.8210  4.0150
F  0.1992  -0.7806  -6.3378
C  0.0293  -0.4306  -5.0573
C  -0.9704  -1.0488  -4.3302
C  -1.1357  -0.6957  -2.9996
C  -0.3226  0.2787  -2.4040
C  0.6801  0.8761  -3.1846
C  0.8610  0.5301  -4.5158
H  -1.5956  -1.7912  -4.8077
H  -1.9077  -1.1965  -2.4272
H  1.3480  1.6217  -2.7632
H  1.6288  0.9840  -5.1278

***

Formula: C20H22BrN4O4PtS2Sb
Source: OMol25
Level of theory: ωB97M-V with the def2-TZVPD basis set

Computed properties:
Total charge: +2
Lowest unoccupied orbital energy (spin up / spin down): -8.583 / -8.509 eV
HOMO (spin up / spin down): -14.06 / -14.05 eV
Spin multiplicity: 1
Total energy: -5024.6937 a.u.
Relative energy (zero: lowest compared OMol25 entry of this formula, charge and spin): 201.01 kJ/mol
Gap between HOMO and LUMO (spin up / spin down): 5.473 / 5.545 eV

Geometry (Å):
Pt  0.0918  -0.9494  0.7804
O  1.0875  -4.5775  2.3894
S  0.6344  -3.2692  2.1471
O  0.7932  -2.4750  3.5426
O  1.5084  -2.4535  1.2246
O  -0.7441  -3.0603  1.7396
N  -2.5141  0.9823  -1.7314
C  -2.6909  2.3614  -1.4602
C  -3.7474  3.0552  -2.0293
C  -3.8994  4.4089  -1.7812
C  -2.9915  5.0778  -0.9757
C  -1.9088  4.3958  -0.4388
C  -1.7769  3.0371  -0.6708
S  -0.3887  2.1653  -0.0265
N  -1.0036  0.5518  -0.0351
C  -1.6921  0.1632  -1.0956
C  -1.4733  -1.2067  -1.5717
C  -2.1961  -1.8482  -2.5596
C  -1.8939  -3.1633  -2.8802
C  -0.8557  -3.7981  -2.2228
C  -0.1566  -3.0983  -1.2561
N  -0.4524  -1.8332  -0.9492
H  -3.1140  0.5787  -2.4346
H  -4.4498  2.5340  -2.6707
H  -4.7300  4.9443  -2.2191
H  -3.1257  6.1292  -0.7625
H  -1.1693  4.9021  0.1690
H  -3.0055  -1.3420  -3.0678
H  -2.4576  -3.6856  -3.6417
H  -0.5938  -4.8220  -2.4488
H  0.6706  -3.5462  -0.7234
Br  3.3985  -0.1581  2.2905
C  0.5000  -1.1693  3.7476
C  0.4978  -0.7868  5.0815
C  0.2223  0.5151  5.4141
C  -0.0313  1.4258  4.3907
C  0.0041  0.9855  3.0983
N  0.2600  -0.2975  2.7500
H  0.7107  -1.5506  5.8159
H  0.2035  0.8263  6.4498
H  -0.2415  2.4641  4.5999
H  -0.1518  1.6752  2.2880
C  4.1812  -1.9467  -0.7652
Sb  2.7109  -0.4207  -0.6647
C  3.7303  1.4528  -0.7029
C  1.9116  -0.4633  -2.6593
H  4.8099  -1.7339  -1.6308
H  3.6843  -2.9080  -0.8770
H  4.7580  -1.9334  0.1552
H  4.3351  1.4774  -1.6115
H  4.3572  1.5252  0.1802
H  3.0022  2.2612  -0.7144
H  2.7412  -0.2224  -3.3246
H  1.1223  0.2789  -2.7633
H  1.5291  -1.4556  -2.8877

***

Formula: C3H14O4
Source: OMol25
Level of theory: ωB97M-V with the def2-TZVPD basis set

Computed properties:
<S²>: 0.750
Total charge: -1
Lowest unoccupied orbital energy (spin up / spin down): 3.314 / 3.394 eV
HOMO (spin up / spin down): 0.71 / -6.41 eV
Spin multiplicity: 2
Total energy: -423.5945 a.u.
Relative energy (zero: lowest compared OMol25 entry of this formula, charge and spin): 47.16 kJ/mol
Gap between HOMO and LUMO (spin up / spin down): 2.607 / 9.805 eV

Geometry (Å):
C  -2.4325  0.5580  -3.0638
O  -2.0977  1.6269  -2.1665
H  -2.9348  0.9162  -3.9624
H  -1.5714  0.0053  -3.4396
H  -3.0971  -0.1907  -2.6328
H  -2.7936  2.2830  -2.0833
O  0.2706  0.6520  -1.0021
H  0.2609  1.2107  -0.2250
H  -0.5678  0.8229  -1.4312
O  0.2346  2.1927  1.2057
H  0.8937  2.3916  1.8707
H  -0.4921  2.7834  1.4038
C  1.8329  -2.4326  2.3700
C  1.5097  -1.2100  1.6458
O  1.4726  -1.4761  0.2348
H  1.8800  -2.1098  3.4100
H  2.7967  -2.8616  2.0959
H  1.0314  -3.1541  2.2115
H  2.2497  -0.4438  1.8768
H  0.5004  -0.8522  1.8492
H  1.0538  -0.7116  -0.1674

***

Formula: C3H8NO2
Source: OMol25
Level of theory: ωB97M-V with the def2-TZVPD basis set

Computed properties:
Total charge: -1
Lowest unoccupied orbital energy: 4.433 eV
HOMO: -2.66 eV
Spin multiplicity: 1
Total energy: -324.3379 a.u.
Relative energy (zero: lowest compared OMol25 entry of this formula, charge and spin): 203.49 kJ/mol
Gap between HOMO and LUMO: 7.096 eV

Geometry (Å):
C  0.5936  -1.5716  0.2560
C  0.2490  -0.4447  1.0128
N  1.4035  0.2290  1.5654
O  -0.8824  0.1610  1.1526
H  1.6501  -1.7354  0.1370
H  -0.0701  -0.5182  -1.2149
H  -0.1662  -2.3292  -0.1102
H  1.0888  0.8892  2.2823
H  1.9547  -0.5059  2.0347
C  -1.1842  1.2318  -1.3971
O  -0.6874  -0.0719  -1.8649
H  -2.0836  1.0439  -0.8222
H  -0.4782  1.7981  -0.7333
H  -1.3874  1.8240  -2.2984